Entry one
Density functional theory data (wB97M-V/def2-TZVPD) for a cluster of 11 separate species, C44H121N11O11 in total.

The geometry in XYZ format:
```
187
Properties=species:S:1:pos:R:3
H 2.962 2.582 3.534
O -2.218 7.682 1.205
H 4.029 4.653 -3.182
C -2.886 -3.502 -5.950
H -1.817 -2.713 0.831
N 5.885 -0.815 2.676
H -0.502 6.565 0.700
H -3.594 -4.568 2.174
C -1.025 0.604 0.250
H -0.119 -7.662 1.163
H 2.387 4.873 4.098
H -4.534 -0.088 0.306
H 4.298 10.178 -3.451
C 0.791 -7.082 0.944
C -4.260 -6.944 0.588
H -4.237 -5.486 3.479
H 5.998 -3.372 -4.136
C -1.518 6.769 0.349
O 3.495 6.579 -2.882
H -6.209 0.604 0.280
C -1.756 -0.158 -3.655
H 0.730 -2.359 4.611
H -3.699 -1.429 3.893
C -1.364 7.419 -1.004
H 1.135 -6.737 1.928
O 3.964 -3.543 -3.736
H 8.408 0.340 0.744
H 0.142 -6.282 -0.903
H -3.018 -5.100 -3.999
H 2.498 1.744 5.002
H -5.873 -5.725 -1.309
H 1.274 -0.855 -4.660
H 7.712 -1.246 0.730
H 2.612 9.350 -1.407
C 1.958 9.122 -3.359
H -3.826 -3.142 -5.523
H 0.659 -3.074 2.945
C 7.882 -0.372 1.380
H 8.561 -0.817 2.106
H -0.658 6.917 -2.954
H 4.928 -3.862 -5.559
O 4.435 1.053 1.016
H 0.119 0.430 4.894
C -1.914 -3.598 -4.755
C -3.148 -1.205 4.815
C -1.972 -2.457 -3.782
H 2.603 -8.599 2.137
C -5.439 2.964 -0.424
N -5.399 5.345 -0.516
H -5.847 3.105 -1.433
H -1.658 -1.485 2.061
C -4.668 4.183 0.055
N -0.711 -5.306 3.761
C -1.850 7.599 2.571
H -0.819 9.042 0.009
N -0.809 -5.295 0.662
C 0.425 -5.880 0.077
H -0.630 1.538 3.785
H 5.479 -0.462 0.083
H 4.878 -0.753 2.731
H -4.457 3.331 2.012
C -3.856 -5.589 2.459
H -5.457 -4.451 -0.212
H 2.001 0.122 -3.369
C 1.496 -0.821 -3.591
C -3.854 -5.936 -0.502
H -2.977 -4.453 -6.468
H 2.616 4.762 -2.097
O -4.633 1.838 -0.205
H -2.311 7.696 -1.483
H -3.932 -7.287 -2.074
H 6.210 1.178 -0.037
H -2.800 -1.301 0.636
C 1.787 4.371 4.874
H 2.406 7.213 -1.186
H -2.962 -6.197 2.618
C 0.653 -3.275 4.019
H -1.541 -5.929 0.356
H 3.562 -1.883 -4.801
H -1.224 -2.583 -2.986
C -4.749 4.289 1.575
H -3.653 4.246 -0.339
H -0.816 -1.248 -0.874
H -3.495 -7.672 0.870
H 0.619 2.763 -1.685
C 5.108 -3.894 -4.481
H 0.017 3.101 -0.043
N 0.531 -1.284 0.732
H -2.039 0.836 -0.088
H 2.920 -2.616 -1.276
C 0.094 0.721 3.840
C 3.532 5.261 -2.425
H -1.729 -5.580 -4.814
H -2.907 -0.148 4.882
H -0.921 -4.355 0.306
C 1.435 1.062 3.209
H -0.776 1.040 1.221
H -3.756 -1.515 5.669
H 0.537 -0.829 -3.067
H -1.503 0.739 -4.225
H 1.769 -2.913 -3.218
H -2.759 0.076 -3.267
N -2.016 -4.920 -4.098
H -1.279 5.545 -2.171
H 2.225 8.853 -4.383
C 2.137 -8.961 1.220
H 5.238 -4.963 -4.296
H -1.540 8.597 2.896
N 4.346 9.522 -2.676
N -3.259 -6.695 -1.610
H -5.302 6.179 0.066
H 1.047 -3.939 -0.413
H 1.279 1.421 2.190
H -6.386 2.908 0.134
H -0.355 -0.149 3.358
H 4.144 7.559 -1.221
O -0.016 1.135 -0.629
H 1.822 -4.564 1.059
C -0.691 6.444 -1.964
C 2.096 2.147 4.059
C 1.528 -4.806 0.037
H -0.895 -3.518 -5.159
H -2.570 -3.703 5.003
O -4.833 -6.278 1.704
O -1.915 -1.878 4.758
H 2.471 4.127 5.695
C 3.664 1.462 -0.123
H 0.431 -1.104 1.728
H 3.026 0.052 2.689
O 1.727 -7.936 0.324
H -5.298 0.189 -1.251
N 2.214 -0.189 3.258
C 2.323 -1.978 -3.066
H -2.146 5.875 0.334
H -2.368 -3.177 3.269
H -5.788 4.323 1.925
C 3.059 8.939 -2.324
N -0.516 8.613 -0.864
H -5.071 -7.517 0.122
H -2.485 -2.813 -6.695
H 6.066 -1.767 2.379
H 4.470 -1.595 -3.199
H -4.276 5.200 1.938
H -0.541 -4.234 5.513
H 1.246 -9.564 1.444
H 6.655 1.093 2.397
C -1.822 -1.632 0.994
C 3.233 7.499 -1.841
C -5.031 -5.115 -0.975
C -0.611 -4.014 4.445
H -1.092 2.803 -1.387
H 0.035 -5.917 4.053
H -0.732 -5.188 2.741
H 1.569 10.137 -3.246
H -2.702 7.337 3.202
C -5.240 0.553 -0.220
H 3.601 0.586 -0.778
H 0.998 5.072 5.128
H 4.849 8.752 -3.124
H -0.673 9.295 -1.594
H 2.649 1.666 0.211
H -1.098 -0.197 -2.782
O 1.208 3.189 4.397
H 2.452 -0.243 4.244
H -1.024 6.914 2.758
H 4.235 5.164 -1.580
H 1.305 -0.685 0.457
H -4.885 5.716 -1.318
H 1.087 8.481 -3.190
H 1.743 -1.643 -1.056
C -0.136 2.494 -0.946
H -4.700 -4.396 -1.730
H -3.060 -5.264 -0.166
H 1.573 -3.839 4.194
C 3.697 -2.137 -3.743
H -2.935 -2.508 -3.236
C 5.652 0.485 0.614
H 2.382 -5.248 -0.472
O -1.716 -1.272 -4.498
C 6.543 0.170 1.817
H -2.679 -6.170 -2.246
H 4.194 2.295 -0.589
N 2.569 -1.727 -1.643
C -0.764 -0.916 0.164
H 0.355 6.226 -1.752
H 2.761 -9.612 0.609
C -1.916 -3.205 4.266
```

Output
- SMILES: COC[C@H](C)N.COC[C@H](C)N.COC[C@H](C)N.COC[C@H](C)N.COC[C@H](C)N.COC[C@H](C)N.COC[C@H](C)N.COC[C@H](C)N.COC[C@H](C)N.COC[C@H](C)N.COC[C@H](C)N
- Lowest unoccupied orbital energy: 0.44 eV
- Kohn-Sham gap: 8.95 eV
- HOMO energy: -8.5 eV
- 2S+1: 1

=====

Entry two
Density functional theory data (wB97M-V/def2-TZVPD) for a cluster of 11 separate species, C44H121N11O11 in total.

The geometry in XYZ format:
```
187
Properties=species:S:1:pos:R:3
C 3.067 -5.034 -1.498
C -0.824 3.775 -0.004
H -1.488 -1.414 4.955
H 1.947 -5.508 1.800
H 1.199 -6.578 -0.593
H 1.586 -1.939 -0.409
H 0.362 5.016 -4.351
C 4.657 1.268 4.881
O 1.714 -0.479 -4.489
H -2.000 0.618 -8.070
H -2.877 2.273 -6.568
H 6.091 -2.904 1.226
C 3.403 0.492 4.449
C -4.668 3.411 -3.176
H 5.536 0.699 4.578
H -1.872 0.408 -2.489
N 3.580 0.185 2.984
H -4.301 -1.341 -3.261
H -5.327 -1.981 -4.489
H 3.522 1.644 -3.634
H 1.983 -4.229 4.080
H -0.681 -3.473 -5.723
H -0.964 6.052 -4.618
N -3.217 3.517 -3.204
H -0.203 -4.004 5.828
H -2.917 4.287 -2.625
H 1.486 1.983 -4.929
C -2.353 5.819 -0.230
H -1.468 1.412 -4.754
H -4.844 4.869 -4.600
H 3.405 1.804 -1.203
H 4.399 -3.095 2.761
H -7.441 6.331 -4.347
H 0.733 2.263 -3.598
H -3.757 5.093 2.717
H -1.799 -2.172 2.808
C -0.998 1.355 4.935
O -3.173 3.074 2.431
C 2.191 -7.424 1.041
C 6.129 -3.945 0.906
H 1.040 0.206 -2.641
H 0.032 5.584 -5.989
H 1.698 2.084 -1.138
C 5.867 2.280 6.658
O -2.301 6.168 -1.659
C -5.050 2.966 -1.746
H 2.605 -0.468 -2.541
O -0.619 -0.026 -0.915
H -1.142 0.618 1.013
H 1.485 -9.301 0.445
H 0.135 -8.277 1.045
H -1.864 0.115 -5.901
H -3.510 -2.820 4.126
H -1.921 -2.307 -6.073
H -4.711 3.980 1.612
H -1.314 -1.022 0.838
H -5.063 1.899 -1.521
O 4.724 1.591 6.243
H 0.645 -1.805 -3.656
C 3.145 -0.822 5.242
C 1.971 0.123 -3.201
H -5.160 5.481 -3.017
H 3.551 -1.375 -4.486
H -0.817 -3.358 3.087
C -1.102 3.450 -6.563
C -2.870 -3.032 4.983
H -0.622 1.213 -8.336
H -0.872 2.180 5.636
C -5.412 4.664 -3.693
H 6.091 3.111 5.989
H 2.880 -5.239 5.293
H 0.455 0.371 2.787
H -7.191 5.183 -5.750
H -1.646 -1.196 -3.874
H -4.914 3.926 3.293
H 2.563 -6.389 2.803
C -1.816 2.110 -6.753
O -6.802 4.413 -3.736
H 2.091 -4.559 -1.592
H -1.759 5.059 2.283
H -2.409 3.611 4.333
N -0.874 5.249 1.834
H -2.695 -0.492 -1.195
H -1.929 0.943 2.933
C -1.299 -2.222 -3.996
H 2.740 3.333 -1.848
C -0.430 5.217 -5.073
H 0.225 2.907 3.552
H -0.266 0.933 -5.908
N 5.305 -6.079 1.552
H -2.228 8.329 -1.555
C -7.486 5.303 -4.708
H -2.940 -4.116 5.073
H 0.070 -3.826 8.420
C 2.836 -0.941 -5.185
C -1.341 1.064 -5.779
H -1.770 7.560 -3.065
H 1.271 -2.631 7.876
H 3.820 1.091 2.607
H 4.873 -6.542 2.338
H -4.447 3.455 -0.980
H -1.801 0.765 5.377
H -3.452 2.143 4.237
H -2.647 -2.786 -2.461
H 0.269 -1.274 2.900
H -0.711 7.561 -1.604
H 2.584 -1.696 -5.930
H 0.120 3.363 0.353
H -0.298 5.784 -0.154
H -0.846 3.759 -1.094
C -1.020 -2.466 -5.482
N 1.635 2.413 -4.027
H 3.186 -7.781 1.307
H -2.318 1.200 -1.017
H -0.348 -2.156 -2.364
H 2.660 -0.070 2.657
H -5.060 2.660 -3.862
H -2.858 3.746 -4.120
H -3.345 -2.649 5.885
N 1.823 -6.458 2.119
N 0.815 -0.527 2.496
C -2.668 2.726 3.752
C -4.146 4.091 2.538
H 3.345 -0.112 -5.677
N -1.052 -2.438 3.433
O 3.058 -5.629 -0.271
C 2.952 -4.487 4.507
H -0.338 -1.675 -5.795
H 1.494 0.276 0.664
H 3.483 -3.634 4.930
C -1.040 5.180 0.370
H 0.032 -2.211 9.046
C -1.455 -2.496 4.826
H 5.621 2.746 7.612
H 6.696 1.581 6.547
H 3.788 -4.216 -1.484
H 2.610 -7.494 -0.989
C -1.729 7.459 -1.981
H 6.355 -4.695 2.731
C -2.412 -3.137 -3.466
O -0.623 -2.352 7.102
C 4.233 -4.138 2.491
H 3.022 -0.498 6.276
C 1.472 -1.850 0.671
H -0.103 0.733 4.902
H 0.834 -2.659 1.028
H 0.611 -2.537 5.430
H 3.509 -4.119 1.676
C -4.278 -1.823 -4.238
C 2.520 1.611 -3.206
H 1.245 -9.020 2.190
C -0.637 -0.222 0.537
H 3.305 -5.657 -2.360
O -3.670 -3.104 -4.179
H 4.597 -6.065 0.832
H 2.476 -1.918 1.090
H -2.596 6.760 0.264
C 0.224 -2.784 8.139
C 5.558 -4.749 1.989
H 7.195 -4.047 0.704
H -0.682 3.045 2.228
H 4.049 -1.413 5.391
C 2.581 2.259 -1.752
H 5.590 -3.991 -0.040
C -1.935 0.259 -1.411
C 2.217 -6.785 -0.260
H -1.622 3.113 0.332
H -0.687 6.201 2.114
C -0.355 -2.927 5.752
H -1.298 4.070 -7.437
H -3.683 -1.209 -4.914
H 2.353 -1.473 4.872
C -1.542 1.777 3.519
N -0.045 -2.442 -3.284
O -1.311 4.132 -5.311
H -8.549 5.063 -4.700
H -6.106 3.167 -1.567
H -0.052 3.168 -6.636
C 1.172 -8.576 1.197
N -0.345 2.377 2.908
O 3.743 -5.009 3.494
H 2.469 1.053 4.466
N -1.549 1.521 -8.078
H -3.179 5.121 -0.092
H 4.809 2.195 4.328
H -2.114 -4.182 -3.382
C 0.845 -0.494 1.080
```

Output
- SMILES: COC[C@H](C)N.COC[C@H](C)N.COC[C@H](C)N.COC[C@H](C)N.COC[C@H](C)N.COC[C@H](C)N.COC[C@H](C)N.COC[C@H](C)N.COC[C@H](C)N.COC[C@H](C)N.COC[C@H](C)N
- Lowest unoccupied orbital energy: 0.49 eV
- Kohn-Sham gap: 8.93 eV
- HOMO energy: -8.4 eV
- 2S+1: 1

=====

Most stable one: entry one, least stable one: entry two.